77
Properties=species:S:1:pos:R:3:forces:R:3 method="wB97M-V/def2-TZVPD" gap_ev=7.54 total_energy_ev=-74015.8897 homo_energy_ev=-9.4
C 5.07563 1.08537 2.33345 0.37 -0.37 0.50
C 4.33779 0.42334 1.02181 0.80 -0.59 -0.73
B 3.54076 -0.97660 1.45517 0.80 0.13 0.08
O 4.31304 -2.07740 2.06448 -2.16 2.58 1.29
C 1.89716 -1.16033 1.20248 0.49 -2.27 1.14
C 1.01006 -1.10937 2.57962 -0.04 -0.87 0.56
C 1.07531 0.30644 3.40180 -1.68 0.14 0.88
C 1.25561 1.64488 2.45261 2.10 -1.08 1.53
S 0.71967 1.15799 0.72465 -4.86 3.58 -4.39
O 1.02534 2.30738 -0.28209 -0.02 -4.30 3.93
O -0.83672 0.92775 0.77599 6.42 0.61 0.65
O 1.43521 -0.26895 0.12657 -0.78 2.13 2.42
H 4.61590 0.57380 3.30544 0.96 1.44 -1.80
H 4.98058 2.27028 2.38516 0.11 -2.68 -0.09
H 6.23293 0.80054 2.35585 -2.62 0.70 -0.11
H 5.20802 0.06744 0.28622 -1.86 0.82 1.39
H 3.66958 1.16459 0.41060 1.31 -1.27 1.28
H 4.08944 -2.01309 3.05667 0.55 -0.58 -2.10
H 1.78550 -2.27090 0.77836 0.00 2.41 0.73
H -0.11826 -1.45175 2.39492 2.50 1.02 0.22
H 1.46105 -1.94623 3.30084 -0.90 1.76 -1.65
H 0.01423 0.43490 3.93251 2.32 -0.42 -1.13
H 1.85443 0.26229 4.30366 -1.43 0.30 -2.29
H 2.41439 1.92182 2.51165 -2.55 -0.50 -0.79
H 0.65289 2.58032 2.81430 0.83 -2.00 -1.18
O 2.69690 3.30887 -5.01760 -4.48 0.40 -1.36
P 2.07945 1.96370 -5.47238 8.42 -3.79 2.49
O 2.56549 1.12607 -4.12826 -0.93 0.24 -0.40
C 1.85206 1.31415 -2.92296 -0.24 -0.05 0.56
C 0.57838 0.49435 -2.92162 -0.25 -0.15 0.06
O 3.39872 1.56047 -6.40893 -1.27 0.18 -0.98
C 4.04287 2.55994 -7.18812 0.47 0.20 -0.03
C 5.36846 2.92576 -6.54706 0.21 -0.01 0.09
O 1.38958 0.46077 -5.98049 -1.49 3.00 0.17
C 1.32628 0.15807 -7.36380 -0.37 -0.38 -0.73
C 2.27690 -0.99276 -7.65661 0.35 -0.06 0.15
H 1.63386 2.37543 -2.76796 0.10 -0.08 0.07
H 2.50085 0.98260 -2.10646 0.03 0.11 -0.20
H -0.12165 0.86735 -3.67608 -0.03 -0.01 0.07
H 0.09009 0.53842 -1.94468 -0.01 0.02 -0.25
H 0.78900 -0.55226 -3.16761 0.03 0.16 0.07
H 3.40333 3.43824 -7.32226 0.16 -0.07 0.16
H 4.22133 2.13941 -8.18379 -0.06 -0.10 0.06
H 5.23438 3.27750 -5.52223 -0.16 0.06 -0.13
H 5.87789 3.70619 -7.12054 -0.04 -0.09 0.03
H 6.02140 2.04676 -6.49441 -0.12 0.12 -0.12
H 1.55187 1.03386 -7.97835 0.09 -0.13 0.01
H 0.30047 -0.15152 -7.59118 0.05 0.10 0.01
H 3.31284 -0.72829 -7.41914 -0.26 0.11 -0.07
H 2.22730 -1.28461 -8.71064 -0.11 0.06 0.13
H 2.02718 -1.86042 -7.03911 -0.11 0.08 -0.11
O -2.79569 -2.02260 3.91630 0.15 1.72 4.37
P -4.19151 -1.53230 4.37326 -3.15 -3.01 -8.65
O -4.96973 -2.94048 3.97842 0.18 0.17 1.04
C -4.82221 -4.05459 4.83522 -0.17 -0.43 0.15
C -5.74000 -3.93284 6.03404 -0.15 0.02 0.22
O -4.50196 -0.75730 2.92994 -0.02 0.93 1.57
C -3.46542 -0.03228 2.28113 0.39 -0.01 -0.74
C -2.98728 -0.80823 1.06817 -0.09 -0.11 -0.41
O -5.75104 -0.98449 4.88382 2.87 -0.07 1.79
C -6.07662 0.39017 4.76766 -0.43 0.83 0.25
C -7.15261 0.54978 3.70437 -0.02 -0.21 -0.35
H -3.77948 -4.16060 5.15053 0.03 -0.06 -0.06
H -5.09030 -4.94530 4.25878 0.08 0.17 -0.07
H -5.43380 -3.09715 6.67141 -0.03 -0.08 0.03
H -5.72135 -4.84828 6.63103 0.01 0.07 -0.01
H -6.76995 -3.73524 5.71713 0.20 -0.09 0.00
H -2.64231 0.19167 2.96725 -0.04 -0.14 -0.14
H -3.88405 0.92775 1.95999 -0.07 -0.06 0.07
H -2.63331 -1.80369 1.34333 0.01 0.04 0.17
H -2.17693 -0.27754 0.55909 -0.60 -0.42 0.17
H -3.81114 -0.95272 0.35956 0.00 0.06 0.17
H -5.19420 0.99532 4.54250 -0.12 -0.04 -0.11
H -6.46937 0.72307 5.73449 0.11 -0.02 -0.04
H -6.80389 0.20471 2.72517 0.09 0.11 0.26
H -7.46180 1.59599 3.61250 0.06 -0.12 0.13
H -8.02880 -0.05544 3.95439 0.07 0.13 0.11